Below is a structure of composition C61H59BrIN5O2PRu at a distorted geometry, with properties calculated with ωB97M-V/def2-TZVPD.

Calculated values
Calculated total energy: -6092.03940 Ha
Spin multiplicity: 6
<S²>: 8.764
HOMO (spin up / spin down): -7.399 / -7.357 eV
Total charge: 0

Structure (XYZ):
```
131
C61H59BrIN5O2PRu | OMol25 | ωB97M-V/def2-TZVPD
Ru 0.103 0.106 0.006
C 0.330 -1.374 3.102
N -0.293 -0.345 2.268
C -1.019 0.536 2.852
C -1.654 1.584 2.148
C -2.177 2.782 2.624
C -2.471 3.550 1.490
C -2.120 2.774 0.384
N -1.653 1.567 0.769
C 1.626 -0.972 3.787
C 2.611 -1.938 3.974
C 3.759 -1.658 4.705
C 3.931 -0.403 5.271
C 2.959 0.571 5.081
C 1.821 0.294 4.334
H 0.519 -2.257 2.492
H -0.378 -1.664 3.879
H -1.169 0.493 3.931
H -2.281 3.068 3.665
H -2.890 4.548 1.458
H -2.156 3.058 -0.657
H 2.462 -2.928 3.558
H 4.517 -2.422 4.834
H 4.818 -0.180 5.854
H 3.090 1.557 5.513
H 1.088 1.076 4.180
C 1.591 2.613 -3.821
C 2.452 1.556 -3.120
C 3.317 0.815 -4.146
C 3.332 2.141 -2.027
C 4.151 3.215 -2.348
C 5.049 3.724 -1.430
C 5.145 3.132 -0.185
C 4.347 2.052 0.191
C 4.619 1.443 1.560
C 4.918 2.477 2.646
C 5.815 0.477 1.477
C 3.411 1.553 -0.748
N 2.552 0.438 -0.528
C 2.934 -0.604 0.111
C 2.121 -1.765 0.261
C 2.562 -2.954 0.837
C 1.723 -3.950 0.359
C 0.802 -3.336 -0.518
N 1.005 -1.996 -0.543
C -0.035 -4.120 -1.526
C 0.876 -5.178 -2.177
C -1.212 -4.851 -0.870
C -0.536 -3.184 -2.615
H 0.984 2.146 -4.604
H 2.207 3.382 -4.294
H 0.927 3.100 -3.105
H 1.799 0.821 -2.657
H 3.940 0.061 -3.659
H 3.977 1.512 -4.669
H 2.687 0.317 -4.889
H 4.099 3.650 -3.340
H 5.686 4.563 -1.687
H 5.880 3.513 0.514
H 3.738 0.894 1.896
H 5.762 3.123 2.393
H 5.170 1.956 3.569
H 4.054 3.107 2.843
H 6.746 1.046 1.396
H 5.764 -0.176 0.602
H 5.869 -0.144 2.376
H 3.959 -0.721 0.456
H 3.429 -3.059 1.479
H 1.784 -5.010 0.573
H 1.120 -5.981 -1.478
H 1.812 -4.728 -2.520
H 0.367 -5.620 -3.039
H -0.880 -5.412 0.009
H -1.658 -5.557 -1.578
H -1.992 -4.156 -0.566
H 0.302 -2.701 -3.124
H -1.147 -2.410 -2.168
H -1.138 -3.727 -3.353
I -1.025 0.528 -2.760
C -2.507 -0.753 -3.594
C -2.528 -0.570 -4.945
C -3.284 -1.405 -5.784
C -3.972 -2.440 -5.235
C -3.988 -2.642 -3.833
C -4.730 -3.737 -3.331
C -4.832 -3.949 -1.995
C -4.215 -3.048 -1.105
C -3.452 -1.986 -1.528
P -2.869 -0.682 -0.304
C -3.227 -1.502 1.296
C -4.036 -0.965 2.292
C -4.220 -1.647 3.492
C -3.597 -2.869 3.710
C -2.745 -3.386 2.741
C -2.545 -2.693 1.558
C -4.390 0.343 -0.646
C -4.346 1.424 -1.525
C -5.503 2.098 -1.902
C -6.733 1.704 -1.405
C -6.797 0.617 -0.542
C -5.643 -0.064 -0.179
C -3.287 -1.767 -2.941
H -1.926 0.218 -5.386
H -3.277 -1.236 -6.855
H -4.530 -3.128 -5.860
H -5.223 -4.396 -4.041
H -5.406 -4.782 -1.604
H -4.378 -3.202 -0.051
H -4.513 -0.005 2.146
H -4.861 -1.221 4.256
H -3.764 -3.410 4.635
H -2.217 -4.318 2.919
H -1.842 -3.074 0.826
H -3.404 1.754 -1.934
H -5.432 2.933 -2.592
H -7.638 2.229 -1.691
H -7.754 0.285 -0.157
H -5.738 -0.933 0.453
Br 2.418 6.529 3.852
C 1.786 5.902 2.181
C 1.558 6.794 1.145
N 1.090 6.402 -0.039
C 0.871 5.099 -0.227
C 1.112 4.140 0.747
C 1.552 4.557 1.991
C 0.901 2.681 0.475
O 1.120 1.832 1.378
O 0.488 2.350 -0.672
H 1.750 7.854 1.275
H 0.488 4.799 -1.197
H 1.683 3.826 2.774
```

Here are the Mulliken charges for atoms 1 to 2, given in e:
1 Ru 0.574
2 C -2.975

=====

Below is a structure of composition C61H70BrHgN8O5, with properties calculated with ωB97M-V/def2-TZVPD.

Calculated values
Calculated total energy: -5908.14554 Ha
Spin multiplicity: 2
Relative energy (zero: lowest compared OMol25 entry of this formula, charge and spin): 0.0 kJ/mol
<S²>: 0.784
HOMO (spin up / spin down): -1.238 / -2.597 eV
Total charge: -2

Structure (XYZ):
```
146
C61H70BrHgN8O5 | OMol25 | ωB97M-V/def2-TZVPD
Hg -0.842 0.040 -0.618
C -1.133 0.520 3.171
N 0.090 0.505 2.391
C 1.009 -0.473 2.943
C 0.694 1.832 2.286
C 0.817 2.392 0.867
N -0.376 2.287 0.016
C -1.509 3.056 0.601
C -2.927 2.516 0.587
C -3.729 2.887 1.662
C -5.074 2.562 1.736
C -5.610 1.864 0.646
C -4.863 1.444 -0.438
C -3.457 1.739 -0.473
O -2.697 1.293 -1.413
C -5.499 0.674 -1.598
C -4.875 -0.719 -1.788
C -7.001 0.462 -1.388
C -5.302 1.495 -2.883
C -5.962 2.902 2.931
C -6.488 1.606 3.566
C -7.156 3.754 2.476
C -5.208 3.682 4.007
C -0.083 2.872 -1.336
C 1.147 2.386 -2.046
C 2.304 3.148 -1.996
C 3.451 2.791 -2.691
C 3.343 1.662 -3.503
C 2.201 0.886 -3.634
C 1.071 1.188 -2.809
O 0.015 0.441 -2.747
C 2.255 -0.269 -4.649
C 3.218 -1.353 -4.136
C 0.902 -0.919 -4.963
C 2.784 0.263 -5.995
C 4.756 3.582 -2.642
C 5.095 4.114 -4.043
C 5.903 2.682 -2.161
C 4.667 4.775 -1.690
H -0.954 0.856 4.210
H -1.552 -0.486 3.209
H -1.875 1.176 2.721
H 1.233 -0.265 4.007
H 1.939 -0.471 2.382
H 0.580 -1.471 2.864
H 1.721 1.793 2.665
H 0.165 2.532 2.945
H 1.613 1.861 0.350
H 1.114 3.452 0.954
H -1.509 4.044 0.117
H -1.265 3.250 1.646
H -3.260 3.443 2.469
H -6.662 1.609 0.678
H -5.047 -1.346 -0.908
H -3.805 -0.650 -1.963
H -5.350 -1.209 -2.643
H -7.203 -0.066 -0.452
H -7.393 -0.149 -2.204
H -7.555 1.405 -1.381
H -4.238 1.628 -3.078
H -5.770 2.478 -2.785
H -5.752 0.980 -3.738
H -7.055 1.016 2.843
H -7.142 1.825 4.416
H -5.656 0.992 3.918
H -7.763 3.226 1.739
H -6.809 4.682 2.018
H -7.798 4.004 3.326
H -4.364 3.110 4.398
H -5.880 3.902 4.841
H -4.827 4.630 3.621
H 0.013 3.960 -1.196
H -0.971 2.671 -1.936
H 2.289 4.043 -1.381
H 4.215 1.372 -4.081
H 2.962 -1.654 -3.118
H 4.249 -0.993 -4.117
H 3.178 -2.237 -4.780
H 0.467 -1.426 -4.110
H 1.053 -1.647 -5.768
H 0.175 -0.177 -5.292
H 3.766 0.727 -5.905
H 2.096 1.007 -6.403
H 2.865 -0.559 -6.713
H 5.212 3.296 -4.756
H 6.028 4.688 -4.026
H 4.295 4.761 -4.408
H 5.714 2.332 -1.145
H 6.851 3.231 -2.166
H 6.016 1.804 -2.799
H 3.901 5.485 -2.007
H 5.626 5.301 -1.667
H 4.434 4.452 -0.673
Br 3.276 -2.596 7.310
C 4.420 -2.521 5.792
C 5.330 -3.538 5.573
C 6.160 -3.471 4.464
C 6.070 -2.417 3.560
C 5.153 -1.392 3.813
C 4.332 -1.442 4.925
N 7.047 -2.343 2.531
N 6.782 -1.904 1.379
C 5.499 -1.747 0.880
C 5.327 -0.624 0.062
C 4.092 -0.166 -0.329
C 2.892 -0.849 0.035
O 1.763 -0.407 -0.251
C 3.077 -2.155 0.717
N 1.966 -2.898 0.903
C 2.082 -4.100 1.413
C 3.321 -4.668 1.748
C 4.453 -3.915 1.596
C 4.361 -2.594 1.109
H 5.392 -4.372 6.259
H 6.893 -4.247 4.281
H 5.070 -0.560 3.125
H 3.617 -0.651 5.110
H 6.225 -0.072 -0.197
H 3.978 0.724 -0.936
H 1.164 -4.666 1.544
H 3.372 -5.687 2.113
H 5.423 -4.335 1.826
O -3.124 -7.536 -0.027
N -2.222 -6.820 -0.541
O -1.305 -7.340 -1.240
C -2.257 -5.450 -0.316
C -3.296 -4.960 0.472
C -3.413 -3.594 0.779
C -4.450 -3.079 1.592
C -4.488 -1.742 1.882
C -3.491 -0.902 1.368
N -2.522 -1.357 0.590
C -2.474 -2.660 0.288
C -1.401 -3.147 -0.574
N -0.555 -2.229 -1.062
C 0.453 -2.585 -1.831
C 0.666 -3.912 -2.174
C -0.190 -4.879 -1.697
C -1.273 -4.525 -0.869
H -4.017 -5.664 0.857
H -5.200 -3.759 1.979
H -5.269 -1.318 2.500
H -3.494 0.154 1.595
H 1.094 -1.781 -2.162
H 1.503 -4.176 -2.807
H -0.058 -5.918 -1.943
```

Here are the Mulliken charges for atoms 1 to 2, given in e:
1 Hg 3.002
2 C -1.491

=====

Below is a cluster of 2 separate species, C61H72F3N6 in total at a distorted geometry, with properties calculated with ωB97M-V/def2-TZVPD.

Calculated values
Calculated total energy: -2995.46481 Ha
Relative energy (zero: lowest compared OMol25 entry of this formula, charge and spin): 5.0 kJ/mol
HOMO: -7.815 eV
Total charge: +1

Structure (XYZ):
```
142
C61H72F3N6 | OMol25 | ωB97M-V/def2-TZVPD
C -3.929 -0.477 -1.816
C -3.911 -1.421 -0.616
C -4.480 -2.795 -0.965
C -4.647 -0.800 0.572
C -6.005 -0.513 0.482
C -6.704 0.017 1.570
C -6.034 0.264 2.772
C -4.677 -0.004 2.893
C -3.914 0.269 4.185
C -4.741 -0.082 5.421
C -3.423 1.710 4.220
C -3.996 -0.491 1.768
N -2.581 -0.761 1.879
N -2.169 -2.009 2.171
N -0.808 -1.935 2.171
C -0.044 -3.110 2.557
C 0.228 -4.100 1.608
C -0.301 -4.002 0.179
C -1.220 -5.179 -0.120
C 0.820 -3.882 -0.849
C 1.018 -5.194 1.974
C 1.549 -5.296 3.257
C 1.219 -4.325 4.202
C 0.391 -3.251 3.879
C -0.020 -2.244 4.954
C 1.065 -1.197 5.162
C -0.421 -2.952 6.246
C -0.379 -0.654 1.815
C 1.000 -0.259 1.738
C 1.377 1.109 1.870
C 2.705 1.491 1.822
C 3.679 0.527 1.610
C 5.105 0.946 1.586
F 5.929 0.029 1.033
F 5.249 2.123 0.884
F 5.559 1.198 2.868
C 3.361 -0.816 1.448
C 2.038 -1.206 1.504
C -1.510 0.117 1.595
C -1.686 1.437 1.194
H -3.468 0.486 -1.563
H -3.369 -0.906 -2.656
H -4.961 -0.285 -2.140
H -2.873 -1.562 -0.307
H -4.433 -3.478 -0.109
H -5.531 -2.718 -1.268
H -3.913 -3.256 -1.782
H -6.519 -0.727 -0.449
H -7.762 0.245 1.475
H -6.579 0.656 3.628
H -3.042 -0.395 4.176
H -5.141 -1.100 5.355
H -4.127 -0.025 6.326
H -5.586 0.606 5.535
H -2.820 1.947 3.333
H -4.282 2.396 4.233
H -2.807 1.896 5.108
H -0.895 -3.085 0.138
H -2.029 -5.241 0.618
H -1.674 -5.073 -1.112
H -0.660 -6.123 -0.075
H 1.448 -2.996 -0.681
H 1.476 -4.766 -0.827
H 0.403 -3.782 -1.858
H 1.237 -5.956 1.233
H 2.191 -6.144 3.536
H 1.588 -4.410 5.218
H -0.910 -1.740 4.560
H 1.330 -0.696 4.222
H 0.723 -0.415 5.852
H 1.983 -1.652 5.559
H -1.148 -3.751 6.043
H 0.445 -3.408 6.740
H -0.888 -2.252 6.946
H 0.608 1.854 2.023
H 2.971 2.534 1.943
H 4.138 -1.553 1.287
H 1.779 -2.259 1.347
H -0.797 1.943 0.829
H -2.691 1.846 1.126
C -2.893 11.106 -0.926
N -1.917 10.109 -1.318
C -1.876 9.806 -2.735
C -1.229 9.366 -0.404
C -0.067 8.634 -0.782
C 0.589 7.826 0.130
C 0.137 7.690 1.472
C 0.764 6.753 2.350
C 0.426 6.615 3.685
C 1.201 5.994 4.694
C 0.554 5.613 5.954
C -0.851 5.429 6.055
C -1.469 5.177 7.268
C -0.685 5.028 8.441
N -1.288 4.737 9.658
C -0.837 3.631 10.478
C -2.149 5.699 10.318
C 0.716 5.200 8.373
C 1.308 5.507 7.159
C 2.619 5.650 4.490
C 3.534 6.519 3.854
C 4.865 6.173 3.686
C 5.321 4.899 4.085
N 6.654 4.529 3.885
C 7.670 4.767 4.885
C 7.148 4.125 2.587
C 4.411 3.988 4.668
C 3.107 4.379 4.906
C -0.937 8.552 1.875
C -1.600 9.364 0.965
H -2.650 11.546 0.047
H -2.905 11.912 -1.666
H -3.906 10.679 -0.853
H -1.172 9.001 -2.962
H -2.864 9.473 -3.093
H -1.580 10.700 -3.291
H 0.322 8.721 -1.803
H 1.448 7.241 -0.197
H 1.553 6.134 1.922
H -0.554 6.968 3.995
H -1.482 5.505 5.173
H -2.554 5.040 7.341
H -0.315 2.890 9.862
H -0.161 3.956 11.284
H -1.715 3.150 10.926
H -2.469 6.481 9.619
H -3.033 5.184 10.704
H -1.629 6.190 11.159
H 1.315 5.127 9.287
H 2.376 5.737 7.145
H 3.200 7.503 3.530
H 5.583 6.861 3.229
H 7.206 5.011 5.848
H 8.289 3.868 5.005
H 8.323 5.606 4.594
H 6.319 3.892 1.911
H 7.757 4.916 2.125
H 7.766 3.222 2.695
H 4.772 2.985 4.923
H 2.435 3.678 5.406
H -1.284 8.530 2.903
H -2.437 9.986 1.292
```

Here are the Mulliken charges for atoms 1 to 2, given in e:
1 C -1.451
2 C 1.340

=====

Question: Among the records above, which one has the highest calculated total energy?
Answer: C61H72F3N6

=====

Question: Which value of calculated total energy does entry 1 give?
Answer: -6092.03940 Ha

=====

Question: Which of these has the lowest total charge?
Answer: C61H70BrHgN8O5